# C18H23N2O2

A gas-phase ion, C18H23N2O2 (charge +1) in a non-equilibrium geometry (ωB97M-V/def2-TZVPD, OMol25).

Geometry as XYZ:
```
45
Properties=species:S:1:pos:R:3:mulliken_charge:R:1
C 3.143 5.296 -1.350 -0.8413
O 2.039 4.816 -2.107 -0.4195
C 1.595 3.582 -1.750 0.8381
C 0.341 3.219 -2.311 -0.6734
C -0.192 1.976 -2.008 -0.4847
C 0.374 1.096 -1.067 -0.0767
C -0.372 -0.205 -0.658 0.0357
C -1.883 -0.307 0.067 -0.3255
N -2.649 -1.514 -0.185 -0.1275
N -3.794 -1.499 -0.921 0.3280
C -4.671 -2.688 -0.864 -0.7473
C -4.513 -0.247 -1.133 -0.7652
C 0.391 -1.139 0.297 0.0381
C 0.364 -2.536 0.175 -0.2538
C 1.004 -3.308 1.122 -0.7519
C 1.728 -2.679 2.162 0.7409
O 2.510 -3.512 2.910 -0.4165
C 3.171 -2.912 4.030 -0.8116
C 1.555 -1.293 2.397 -0.7634
C 0.951 -0.538 1.410 -0.9358
C 1.708 1.401 -0.686 -0.5810
C 2.291 2.651 -0.931 -0.5861
H 3.190 6.322 -1.693 0.2567
H 2.984 5.254 -0.265 0.3619
H 4.051 4.736 -1.587 0.3303
H -0.144 3.847 -3.060 0.4038
H -1.125 1.649 -2.479 0.3571
H -0.555 -0.689 -1.656 0.5497
H -1.829 -0.222 1.192 0.2662
H -2.178 0.671 -0.406 0.4718
H -5.547 -2.573 -1.525 0.3195
H -4.181 -3.625 -1.166 0.2979
H -5.062 -2.807 0.156 0.3549
H -5.471 -0.469 -1.629 0.3094
H -4.673 0.256 -0.156 0.3689
H -3.910 0.416 -1.783 0.2831
H -0.235 -2.998 -0.619 0.4057
H 1.006 -4.394 1.032 0.3989
H 3.556 -3.751 4.603 0.2490
H 3.986 -2.282 3.656 0.3633
H 2.525 -2.321 4.690 0.3118
H 1.994 -0.758 3.225 0.3586
H 0.909 0.552 1.540 0.6112
H 2.286 0.701 -0.084 0.6490
H 3.332 2.826 -0.584 0.3019
```

Computed properties:
energy relative to the best compared isomer or geometry (same formula, charge and spin): 106.3 kcal per mole
charge: +1
LUMO energy: -5.84 eV
SMILES: COc1ccc(C(CN=[N+](C)C)c2ccc(OC)cc2)cc1
HOMO-LUMO gap: 4.89 eV

***

# C12H19F6O14PS3

3 unconnected molecules or ions with the total composition C12H19F6O14PS3 in a non-equilibrium geometry (ωB97M-V/def2-TZVPD, OMol25).

Geometry as XYZ:
```
55
Properties=species:S:1:pos:R:3:mulliken_charge:R:1
O 1.795 -3.548 0.349 -0.4393
C 1.683 -2.795 1.273 0.5037
O 0.671 -2.780 2.153 -0.1831
C -0.505 -3.361 1.645 -0.0215
O -0.850 -4.439 1.994 -0.4217
C -1.257 -2.434 0.670 1.3187
F -0.663 -2.460 -0.525 -0.2584
F -1.152 -1.174 1.130 -0.2667
C -2.756 -2.744 0.486 0.5185
F -2.978 -4.056 0.370 -0.3283
F -3.155 -2.210 -0.678 -0.2814
C -3.624 -2.211 1.645 0.9414
F -3.080 -2.553 2.812 -0.2747
F -4.812 -2.836 1.558 -0.2950
C -3.926 -0.688 1.670 0.1953
O -4.206 -0.199 2.735 -0.4865
O -3.934 0.016 0.515 -0.4446
O 2.670 -1.895 1.587 -0.2749
P 2.263 -0.319 1.587 0.6777
O 3.667 0.433 1.461 -0.4734
O 1.545 -0.050 0.175 -0.4274
S 1.257 0.345 3.067 -0.3284
H -3.127 0.534 0.432 0.3594
H 3.429 1.346 1.257 0.3483
H 2.223 -0.088 -0.514 0.3461
C 0.776 5.249 4.412 -0.9619
C 1.977 6.146 4.184 -0.3541
O 3.231 5.442 4.318 -0.2795
S 3.661 4.463 3.143 1.1930
C 5.317 4.191 3.673 -0.9617
O 3.663 5.189 1.909 -0.6732
O 2.930 3.238 3.260 -0.4769
H 0.693 4.490 3.636 0.2775
H -0.139 5.840 4.407 0.3844
H 0.861 4.730 5.367 0.2664
H 1.932 6.633 3.209 0.3298
H 2.003 6.930 4.938 0.2715
H 5.867 5.126 3.610 0.3429
H 5.750 3.450 3.004 0.3568
H 5.301 3.811 4.691 0.3178
C -0.678 -2.336 -7.776 -0.9817
C -2.093 -2.255 -7.238 -0.3792
O -2.209 -2.773 -5.897 -0.2741
S -1.640 -1.885 -4.702 1.2236
C -2.338 -2.803 -3.376 -0.5740
O -2.245 -0.590 -4.767 -0.6667
O -0.216 -2.017 -4.659 -0.6265
H -0.004 -1.683 -7.224 0.3092
H -0.657 -2.034 -8.824 0.3842
H -0.292 -3.352 -7.690 0.2642
H -2.473 -1.232 -7.271 0.3380
H -2.755 -2.868 -7.845 0.2701
H -3.421 -2.727 -3.422 0.3620
H -1.965 -2.366 -2.469 -0.0848
H -2.013 -3.837 -3.457 0.3993
```

Computed properties:
energy relative to the best compared isomer or geometry (same formula, charge and spin): 0.0 kcal per mole
LUMO energy: -0.27 eV
SMILES: O=C(OC(=O)C(F)(F)C(F)(F)C(F)(F)C(=O)O)OP(O)(O)=S.CCOS(C)(=O)=O.CCOS(C)(=O)=O
HOMO-LUMO gap: 9.05 eV

***

# C3H2O2S

C3H2O2S in the gas phase in a non-equilibrium geometry (ωB97M-V/def2-TZVPD, OMol25).

Geometry as XYZ:
```
8
Properties=species:S:1:pos:R:3:mulliken_charge:R:1
S -2.879 0.002 0.006 -0.3313
C -1.303 -0.025 -0.206 0.5187
O -0.395 -1.040 -0.161 -0.3333
C 0.940 -0.622 -0.056 0.1019
C 0.881 0.672 0.017 -0.3050
O -0.462 1.083 -0.291 -0.2636
H 1.517 -1.570 0.064 0.3620
H 1.702 1.500 0.625 0.2506
```

Computed properties:
energy relative to the best compared isomer or geometry (same formula, charge and spin): 48.2 kcal per mole
LUMO energy: 0.65 eV
SMILES: S=c1occo1
HOMO-LUMO gap: 9.77 eV

***

# C4H12N2

C4H12N2 in the gas phase in a non-equilibrium geometry (ωB97M-V/def2-TZVPD, OMol25).

Geometry as XYZ:
```
18
Properties=species:S:1:pos:R:3:mulliken_charge:R:1
C 1.526 1.133 -1.022 -1.1546
N 0.573 0.136 -0.567 -0.0250
C 1.197 -1.141 -1.261 -0.8096
C 0.089 0.499 0.749 -0.5674
C -1.079 -0.386 1.352 -0.7445
N -2.491 -0.230 0.925 -0.6187
H 2.600 1.108 -1.156 0.4045
H 1.413 2.103 -0.538 0.3301
H 1.254 1.257 -2.085 0.3538
H 2.248 -1.336 -0.833 0.3274
H 0.524 -2.025 -0.882 0.2328
H 1.266 -1.197 -2.366 0.2721
H -0.219 1.481 0.856 0.4424
H 0.960 0.322 1.383 0.3540
H -1.116 -0.138 2.460 0.2850
H -0.790 -1.415 1.243 0.3698
H -2.617 -0.843 0.006 0.2883
H -2.500 0.702 0.497 0.2597
```

Computed properties:
energy relative to the best compared isomer or geometry (same formula, charge and spin): 70.9 kcal per mole
LUMO energy: 0.97 eV
SMILES: CN(C)CCN
HOMO-LUMO gap: 9.11 eV

***

# C22H28BrMnN6O2S2

A molecular structure, C22H28BrMnN6O2S2 in a non-equilibrium geometry (ωB97M-V/def2-TZVPD, OMol25).

Geometry as XYZ:
```
62
Properties=species:S:1:pos:R:3:mulliken_charge:R:1
Mn -1.239 0.508 -0.464 0.2410
O -0.468 -1.802 0.667 -0.4101
C -1.299 -2.890 0.529 0.5359
C -1.044 -4.072 1.231 -0.6906
C -1.871 -5.167 1.109 -0.4895
C -2.805 -5.244 0.078 -0.6899
C -2.946 -4.172 -0.781 -0.6949
C -2.214 -3.016 -0.598 0.2594
C -2.421 -1.837 -1.562 0.2227
O -2.797 -0.629 -0.976 -0.8828
N -1.222 -1.627 -2.336 -0.0035
N -0.603 -0.426 -2.162 0.0955
C 0.514 -0.178 -2.833 0.0496
C 1.023 1.104 -2.851 0.1516
Br 0.137 2.436 -1.757 -0.1893
C 2.197 1.549 -3.404 -0.8086
C 2.846 1.046 -4.550 0.8872
C 4.268 1.203 -4.627 -0.4740
C 5.011 0.517 -5.507 -0.5228
C 4.409 -0.455 -6.279 -0.3646
C 3.039 -0.593 -6.332 -0.6031
C 2.224 0.168 -5.504 -0.3482
H -0.474 -1.571 1.641 0.2244
H -0.208 -4.180 1.856 0.5489
H -1.802 -5.973 1.819 0.4455
H -3.451 -6.097 0.011 0.4455
H -3.448 -4.255 -1.743 0.3616
H -3.245 -2.145 -2.274 0.4938
H -0.809 -2.431 -2.782 0.3236
H 1.064 -0.961 -3.392 0.5785
H 2.656 2.421 -2.908 0.3855
H 4.716 1.908 -3.967 0.3647
H 6.098 0.755 -5.575 0.3722
H 5.060 -1.004 -6.950 0.3882
H 2.567 -1.325 -6.994 0.3852
H 1.155 0.142 -5.573 0.7053
S 0.575 0.468 3.752 -0.5247
C 0.880 2.130 3.592 0.2977
N 0.552 2.770 2.483 0.1739
C 0.564 4.240 2.380 -0.4994
C 1.863 4.683 3.035 -0.5959
C 1.974 4.137 4.498 -0.6216
N 1.482 2.785 4.581 -0.1435
H -0.111 2.340 1.846 -0.1236
H -0.271 4.774 2.848 0.2668
H 0.557 4.354 1.300 0.3598
H 1.971 5.794 3.032 0.3761
H 2.722 4.308 2.382 0.2635
H 1.348 4.729 5.132 0.3417
H 2.993 4.166 4.872 0.3522
H 1.688 2.218 5.366 0.2060
C -2.994 -1.105 4.487 -0.9718
N -2.689 0.136 3.688 -0.1338
C -2.876 0.212 2.374 0.7749
N -3.623 -0.706 1.711 -0.2364
S -2.257 1.541 1.394 -0.3364
H -2.427 -1.080 5.406 0.3378
H -2.802 -2.029 3.932 0.3220
H -4.064 -1.025 4.759 0.3728
H -1.797 0.528 3.991 0.0074
H -4.200 -1.373 2.230 0.2266
H -3.680 -0.703 0.670 0.2139
```

Computed properties:
energy relative to the best compared isomer or geometry (same formula, charge and spin): 39.1 kcal per mole
charge: +2
LUMO energy (spin up / spin down): -7.52 / -9.01 eV
multiplicity: 5
HOMO-LUMO gap (spin up / spin down): 5.16 / 3.67 eV